ORCA calculation (ωB97M-V with the def2-TZVPD basis set) on a 8-piece molecular cluster, C53H49N2O31 overall at a distorted geometry.

Properties
LUMO level (eV): -0.70
HOMO energy (hartree): -0.196
Energy above the lowest of the compared OMol25 structures with the same formula, charge and spin (kJ/mol): 464.4
DFT total energy (Ha): -4490.81444
Net charge: -1
2S+1: 1
Orbital gap (eV): 4.63
F_max (eV/A): 6.3

Each line ends with the Mulliken charge.
Atoms and positions in Å:
1 C 1.983 -2.488 2.148  -0.561
2 O 3.056 -2.547 1.155  -0.550
3 C 2.952 -1.436 0.208  1.347
4 C 3.953 -0.200 0.565  -0.723
5 C 3.497 1.134 -0.271  -0.264
6 C 2.749 2.226 0.656  -0.494
7 C 1.499 1.629 1.499  0.380
8 C 0.128 1.975 0.717  -0.441
9 N -1.003 1.054 1.011  -0.199
10 C -1.124 -0.052 0.028  1.459
11 C -1.510 0.429 -1.479  -0.750
12 C -0.158 0.191 -2.367  -0.485
13 N 0.201 -0.987 -2.863  -0.380
14 C -2.391 -0.971 0.507  0.310
15 O -2.679 -2.075 -0.120  -1.042
16 O -3.247 -0.611 1.555  -0.978
17 H 2.144 -3.392 2.852  0.306
18 H 0.945 -2.532 1.647  0.171
19 H 2.031 -1.542 2.807  0.189
20 H 3.093 -1.809 -0.881  0.149
21 H 1.886 -1.011 0.292  -1.097
22 H 3.871 0.112 1.683  0.151
23 H 5.011 -0.550 0.293  0.331
24 H 2.890 0.880 -1.213  0.071
25 H 4.492 1.630 -0.618  0.385
26 H 3.515 2.788 1.318  0.215
27 H 2.315 3.041 -0.053  0.185
28 H 1.454 2.213 2.503  0.301
29 H 1.605 0.524 1.780  -0.349
30 H -0.192 3.039 1.069  0.240
31 H 0.395 2.084 -0.396  -0.086
32 H -1.892 1.544 1.181  0.398
33 H -0.216 -0.763 0.015  -0.641
34 H -2.305 -0.264 -1.936  0.453
35 H -1.851 1.528 -1.531  0.189
36 H 0.486 1.147 -2.521  0.249
37 H -0.547 -1.645 -2.557  0.209
38 C 4.204 -3.796 -4.825  -1.099
39 C 4.234 -4.644 -5.855  0.415
40 C 3.117 -4.711 -6.840  0.966
41 O 3.188 -5.487 -7.781  -0.638
42 C 1.963 -3.832 -6.632  -0.843
43 C 1.928 -2.983 -5.599  0.457
44 C 3.059 -2.898 -4.629  0.922
45 O 3.008 -2.102 -3.708  -0.510
46 O 0.857 -2.164 -5.397  -0.548
47 O 5.291 -5.487 -6.047  -0.577
48 H 5.009 -3.737 -4.105  0.468
49 H 1.152 -3.903 -7.344  0.419
50 H 1.066 -1.644 -4.588  0.306
51 H 5.074 -5.994 -6.855  0.342
52 C -1.859 -5.468 2.976  -1.104
53 C -2.293 -6.710 3.199  0.412
54 C -3.363 -7.321 2.361  1.035
55 O -3.723 -8.470 2.583  -0.663
56 C -3.952 -6.506 1.294  -0.743
57 C -3.520 -5.260 1.071  0.292
58 C -2.433 -4.660 1.891  0.576
59 O -2.059 -3.534 1.644  -0.257
60 O -4.058 -4.488 0.086  -0.567
61 O -1.771 -7.474 4.207  -0.600
62 H -1.082 -5.013 3.575  0.449
63 H -4.740 -6.956 0.705  0.435
64 H -3.573 -3.625 0.128  0.490
65 H -2.248 -8.326 4.159  0.332
66 C 1.496 8.011 3.062  -0.828
67 C 2.108 6.835 2.909  0.150
68 C 1.969 6.045 1.653  0.881
69 O 2.557 4.983 1.539  -0.445
70 C 1.113 6.587 0.591  -0.872
71 C 0.498 7.761 0.746  0.393
72 C 0.660 8.564 1.991  0.847
73 O 0.098 9.642 2.091  -0.619
74 O -0.303 8.275 -0.233  -0.575
75 O 2.887 6.308 3.898  -0.560
76 H 1.591 8.595 3.968  0.472
77 H 1.006 5.995 -0.309  0.485
78 H -0.626 9.129 0.118  0.343
79 H 3.215 5.456 3.545  0.315
80 C -7.586 1.386 -1.016  -0.514
81 C -6.372 1.172 -0.497  0.304
82 C -5.146 1.716 -1.145  0.815
83 O -4.063 1.518 -0.633  -0.386
84 C -5.304 2.474 -2.393  -0.999
85 C -6.515 2.683 -2.912  0.366
86 C -7.745 2.163 -2.249  0.553
87 O -8.843 2.389 -2.742  -0.663
88 O -6.677 3.384 -4.073  -0.594
89 O -6.209 0.449 0.646  -0.599
90 H -8.485 0.999 -0.555  0.587
91 H -4.404 2.848 -2.863  0.478
92 H -7.641 3.398 -4.236  0.338
93 H -5.239 0.435 0.818  0.278
94 C -10.349 -1.991 -4.583  -0.797
95 C -9.936 -1.163 -3.621  0.413
96 C -10.660 -1.063 -2.320  0.910
97 O -10.246 -0.311 -1.455  -0.481
98 C -11.862 -1.885 -2.138  -0.999
99 C -12.275 -2.709 -3.102  0.263
100 C -11.536 -2.830 -4.390  0.956
101 O -11.933 -3.608 -5.243  -0.621
102 O -13.393 -3.477 -2.945  -0.571
103 O -8.834 -0.377 -3.791  -0.551
104 H -9.832 -2.076 -5.530  0.435
105 H -12.388 -1.790 -1.197  0.439
106 H -13.478 -3.984 -3.777  0.344
107 H -8.742 0.128 -2.956  0.224
108 C 7.978 7.717 6.996  -0.955
109 C 8.011 6.877 5.960  0.421
110 C 6.904 6.832 4.962  0.941
111 O 6.975 6.065 4.016  -0.613
112 C 5.757 7.723 5.167  -0.813
113 C 5.723 8.561 6.205  0.354
114 C 6.842 8.625 7.187  0.854
115 O 6.786 9.416 8.115  -0.617
116 O 4.660 9.393 6.408  -0.547
117 O 9.060 6.026 5.771  -0.565
118 H 8.776 7.762 7.726  0.409
119 H 4.952 7.668 4.445  0.425
120 H 4.875 9.896 7.219  0.346
121 H 8.848 5.527 4.957  0.353
122 C 7.670 -5.527 1.042  -0.974
123 C 7.695 -6.363 0.003  0.345
124 C 6.584 -6.403 -0.991  0.864
125 O 6.651 -7.169 -1.940  -0.641
126 C 5.441 -5.511 -0.780  -0.687
127 C 5.412 -4.674 0.263  -0.127
128 C 6.536 -4.616 1.241  1.030
129 O 6.488 -3.829 2.172  -0.616
130 O 4.350 -3.839 0.474  -0.050
131 O 8.743 -7.218 -0.194  -0.581
132 H 8.471 -5.487 1.768  0.409
133 H 4.634 -5.563 -1.498  0.537
134 H 4.564 -3.337 1.283  0.429
135 H 8.524 -7.713 -1.008  0.345

Atomic forces in eV per Å
-0.1342 -0.0966 0.6040
-4.1668 4.0337 1.5700
-0.5336 1.2828 0.2542
-1.0150 -0.0843 -0.5361
1.2309 0.1998 0.4360
-0.2437 -0.1861 -0.5709
0.1344 1.2381 0.3731
0.0678 0.7561 0.5989
1.4844 0.0562 -1.1834
-2.4314 -0.5296 0.7433
1.9092 -0.6744 -1.1171
-0.6217 -0.8877 -0.3159
-1.5279 3.1934 1.5989
-4.8509 -1.8694 2.6312
1.6815 3.8009 -0.0934
4.1683 -0.1917 -4.3927
-0.3581 1.3886 -1.2661
1.5520 -0.0434 0.7642
0.0056 -1.2556 -1.0543
0.0036 0.5037 1.9247
1.4835 -0.6802 -0.3640
0.3051 -0.9522 -1.8033
-1.4150 0.7704 0.5627
0.8053 0.2082 1.4573
-1.7876 -0.7504 0.3301
-1.2621 -1.2480 -1.0082
0.8111 -1.3298 1.2204
0.0733 -1.1134 -1.5563
-0.2404 1.5723 -0.6709
0.6106 -1.7010 -0.6555
-0.5248 -0.3078 1.2717
0.5396 -0.7353 -0.3380
-1.2963 1.3622 0.0541
1.1041 1.0466 0.8958
0.6706 -1.8303 0.2409
-0.7898 -1.8604 0.0228
0.5332 0.2389 -0.2942
-0.1241 0.1540 0.1237
1.2106 -0.5315 0.3370
-0.8524 0.1625 -0.4110
0.3655 -0.0051 0.2801
0.4206 -0.4755 -0.2812
-1.7346 0.9156 -0.2117
0.5349 0.1418 0.6481
-0.0164 -0.2335 -0.4702
1.8894 -0.9157 -0.0364
-1.1654 0.5037 -0.3755
-0.0246 -0.0034 -0.0224
0.0265 0.0141 0.0373
-0.4843 0.1631 0.4218
0.0361 0.0899 0.1567
-0.0147 -0.0554 -0.0251
0.7642 -0.0554 0.8702
-0.6814 0.0937 -0.7615
0.3116 0.0357 0.3398
0.1471 -0.7247 0.5350
-1.3033 0.8155 -1.7402
0.6439 0.6477 0.3799
0.2033 -1.1238 0.8446
1.1163 -0.9799 1.6495
-0.7492 0.0353 -0.8549
-0.0293 -0.0069 -0.0234
0.0375 0.0223 0.0145
0.0495 0.7723 -0.2602
0.0758 0.1836 -0.0322
-0.1880 0.2755 -0.1201
0.5723 -0.0172 1.2663
-0.1135 -0.4514 -0.6831
-0.0828 0.6638 0.4607
0.2236 -0.2311 0.1284
-0.6462 -0.0137 -1.2516
0.0898 0.3748 0.6699
0.0246 -0.3299 -0.3285
0.6390 0.0596 1.2712
-0.5693 0.0075 -1.2935
-0.0003 -0.0205 -0.0294
-0.0004 0.0089 0.0335
0.0364 -0.1585 -0.0999
-0.0246 0.1079 0.0880
-0.4518 0.3493 -0.5818
-0.2299 -1.2801 1.8146
0.6460 0.1721 -0.2831
-0.4583 0.2342 0.0077
0.1037 -0.0716 0.1374
0.4651 0.6845 -1.0384
-0.3365 -0.3235 0.8856
0.3500 0.1807 -0.3137
-0.5146 -0.6326 0.9924
0.3727 1.3368 -1.7447
0.0626 0.0392 -0.0089
-0.0331 -0.0118 0.0016
0.1863 -0.0131 0.0264
0.2168 -0.5320 0.3173
-0.3635 -0.3299 -0.1273
1.3506 0.6703 -0.7185
-0.3626 0.0822 0.6985
0.0121 -0.2266 -0.4410
0.1893 0.2097 0.0833
-1.0824 -0.4501 0.7091
0.5486 0.0564 -0.6998
-0.2214 0.0878 0.4148
1.0566 0.4286 -0.7243
-1.2875 -0.7548 0.7913
-0.0064 -0.0043 0.0542
0.0306 -0.0124 -0.0276
0.0186 0.0761 0.1662
-0.0667 -0.0497 -0.2563
-0.1792 0.2784 0.1843
1.2921 -0.6308 0.3079
-0.6631 0.0232 -0.4953
0.2844 0.0912 0.3838
0.1877 -0.2107 -0.2244
-1.2404 0.5356 -0.2920
0.5988 -0.0193 0.5118
-0.2822 -0.1087 -0.3556
1.2720 -0.5172 0.3289
-1.2742 0.5978 -0.3490
-0.0310 -0.0007 -0.0355
0.0065 -0.0275 0.0516
-0.0753 -0.0733 -0.1557
0.0733 0.0601 0.1428
-0.0892 0.2214 0.1901
1.1945 -0.5323 0.3343
-0.9312 0.1778 -0.5026
0.4091 -0.0220 0.3378
0.4935 -0.4941 -0.2647
-1.6085 0.8448 -0.3449
0.5214 0.0260 0.5020
-0.1727 -0.1816 -0.3566
4.8437 -3.7958 -1.1811
-1.1543 0.5102 -0.3418
-0.0220 -0.0063 -0.0353
0.0146 0.0187 0.0295
-0.2754 -0.0215 -0.2172
0.0236 0.1012 0.1342